Entry 1:
Density functional theory data (ωB97M-V/def2-TZVPD) for C42H54Cl5MnP3Si as an isolated structure.

Summary:
**Net charge**: +1
**LUMO (spin up / spin down)**: -3.2 / -2.4 eV
**Maximum force**: 0.862 eV/A
**Relative energy (zero: lowest compared OMol25 entry of this formula, charge and spin)**: 7.3 kJ/mol
**HOMO-LUMO gap (spin up / spin down)**: 6.83 / 8.06 eV
**HOMO energy (spin up / spin down)**: -10.01 / -10.48 eV
**Multiplicity**: 5

Geometry as XYZ:
```
106
Properties=species:S:1:pos:R:3:forces:R:3
Mn 0.33712 -0.90319 -0.27043 0.07 0.69 0.25
C 5.24308 -0.50369 0.70417 0.06 -0.03 -0.01
C 3.86069 -1.11563 0.49424 0.07 -0.07 -0.03
C 3.92771 -2.64497 0.40389 0.05 -0.04 -0.01
P 2.80868 -0.39795 -0.83658 -0.21 0.16 0.05
C 3.46574 -0.83076 -2.51685 0.08 0.00 -0.05
C 4.95477 -1.16980 -2.62546 0.00 -0.01 -0.03
C 2.62568 -1.96818 -3.10651 0.00 -0.05 0.00
C 2.99549 1.41368 -0.64754 0.02 0.00 0.01
C 4.10850 2.07535 -1.17063 -0.01 0.01 0.02
C 4.25286 3.44610 -1.03125 -0.04 0.03 0.03
C 3.27969 4.17443 -0.35968 0.04 0.01 -0.03
C 2.16718 3.52638 0.15159 0.01 0.00 0.03
C 1.99527 2.14267 0.02110 0.10 0.06 -0.09
Si 0.35175 1.38886 0.56886 0.20 -0.05 -0.37
C 0.02553 1.56659 2.38574 0.33 0.12 0.14
C 0.80281 2.37616 3.21543 -0.09 0.05 0.12
C 0.44662 2.56013 4.54418 -0.07 -0.03 -0.03
C -0.69946 1.94837 5.04379 0.02 -0.03 -0.12
C -1.46760 1.13286 4.22191 0.06 -0.03 0.11
C -1.09635 0.91185 2.89726 -0.09 -0.16 -0.08
P -1.95374 -0.19236 1.69924 -0.03 -0.14 0.44
C -3.72263 0.37696 1.70577 -0.19 -0.07 -0.11
C -3.87785 1.86414 2.01274 0.01 0.12 0.00
C -4.34021 0.08842 0.32934 0.07 0.28 0.60
C -2.03359 -1.88147 2.48826 -0.07 -0.10 0.12
C -2.81414 -2.82704 1.56965 -0.04 0.06 -0.06
C -2.52515 -2.01397 3.92697 -0.13 0.14 0.00
C -1.03205 2.36658 -0.26022 -0.05 0.15 -0.06
C -1.34718 3.65183 0.18726 0.02 0.06 0.01
C -2.36223 4.38714 -0.40456 0.00 0.03 0.02
C -3.09801 3.84027 -1.44786 -0.02 -0.01 -0.01
C -2.80963 2.56252 -1.90159 0.04 0.08 -0.02
C -1.77900 1.82681 -1.31185 0.04 0.10 -0.09
P -1.21782 0.21670 -1.91904 0.26 -0.13 -0.12
C -0.48564 0.58026 -3.57990 -0.15 0.08 -0.09
C -1.46729 1.10667 -4.62856 0.03 0.01 -0.06
C 0.67473 1.56377 -3.43469 -0.04 0.05 -0.01
C -2.61683 -0.97039 -2.16924 -0.07 0.05 -0.14
C -3.99353 -0.41765 -2.54050 -0.09 0.09 -0.39
C -2.19086 -2.06095 -3.16092 -0.02 0.01 -0.07
H 5.68425 -0.94064 1.60366 -0.01 0.02 -0.02
H 5.19833 0.57503 0.84997 -0.01 -0.01 -0.01
H 5.91892 -0.71581 -0.12510 -0.02 0.01 0.05
H 3.26086 -0.85750 1.36744 -0.03 0.00 0.07
H 4.72000 -2.96555 -0.27486 -0.05 0.00 0.04
H 2.99189 -3.09636 0.06675 0.01 0.03 0.02
H 4.15722 -3.06119 1.38868 0.00 0.03 -0.05
H 3.27721 0.07309 -3.10357 -0.01 0.01 -0.02
H 5.20146 -2.07218 -2.06568 -0.02 0.04 -0.04
H 5.60631 -0.37077 -2.27704 -0.03 0.01 -0.01
H 5.20132 -1.35988 -3.67247 -0.01 0.01 0.02
H 2.76768 -2.89641 -2.54673 0.00 0.02 0.00
H 2.91925 -2.15709 -4.14136 0.00 0.00 0.03
H 1.55762 -1.73670 -3.09559 0.02 0.02 0.00
H 4.87590 1.52190 -1.69496 0.00 -0.02 -0.01
H 5.12058 3.94525 -1.44434 -0.02 -0.02 0.01
H 3.38120 5.24741 -0.24708 0.00 -0.05 -0.01
H 1.40662 4.12160 0.64645 0.04 -0.03 -0.02
H 1.69454 2.86165 2.83186 -0.04 -0.04 -0.01
H 1.05192 3.18905 5.18570 -0.02 -0.03 0.00
H -0.99315 2.10258 6.07504 0.01 0.00 -0.04
H -2.35872 0.67135 4.62399 -0.03 -0.04 0.03
H -4.25086 -0.19854 2.47157 0.01 -0.04 0.00
H -3.32165 2.46564 1.28814 -0.08 -0.06 0.10
H -3.53297 2.13513 3.01200 -0.05 -0.04 -0.12
H -4.93169 2.14173 1.93122 0.01 -0.01 0.01
H -3.89041 0.75827 -0.41074 -0.04 -0.09 0.79
H -5.41464 0.28596 0.34550 -0.02 0.01 0.01
H -4.19289 -0.93472 -0.01248 -0.07 0.01 0.19
H -0.99596 -2.21320 2.47112 -0.46 0.17 0.18
H -3.88811 -2.63934 1.61736 -0.04 0.02 0.01
H -2.65146 -3.86015 1.88525 -0.01 0.00 -0.02
H -2.50138 -2.74374 0.52429 -0.08 -0.03 0.14
H -3.53898 -1.62575 4.06080 0.03 0.01 0.01
H -1.86488 -1.51522 4.63436 0.02 0.02 -0.01
H -2.55253 -3.07261 4.19873 0.01 0.02 -0.03
H -0.81384 4.07791 1.03236 -0.04 -0.03 -0.05
H -2.59264 5.38174 -0.04224 0.01 -0.03 -0.01
H -3.89812 4.40746 -1.90736 0.03 -0.02 0.02
H -3.38717 2.15071 -2.71738 0.01 0.00 0.02
H -0.09127 -0.38193 -3.92034 0.00 -0.02 0.01
H -1.81228 2.10904 -4.36939 0.01 -0.04 0.00
H -2.33642 0.46754 -4.77197 0.02 -0.02 0.02
H -0.95330 1.18121 -5.58965 -0.01 0.01 0.02
H 0.31971 2.54153 -3.09974 -0.01 -0.02 -0.01
H 1.16408 1.69969 -4.40181 -0.02 0.00 0.02
H 1.42354 1.22985 -2.72192 0.04 -0.05 0.08
H -2.71272 -1.42383 -1.17826 0.10 -0.03 -0.10
H -4.00724 0.02436 -3.53773 0.03 -0.08 -0.02
H -4.35319 0.32314 -1.82734 0.00 -0.32 -0.80
H -4.70801 -1.24421 -2.54293 -0.01 0.00 -0.02
H -2.24520 -1.69696 -4.18775 -0.01 -0.01 0.01
H -2.86841 -2.91224 -3.07682 0.02 0.01 -0.01
H -1.17426 -2.43065 -3.00503 -0.06 0.07 -0.01
Cl 1.94980 -0.79427 3.53672 -0.05 0.04 0.03
C 1.35575 -2.20566 2.72326 0.12 -0.07 0.04
C 0.78995 -2.08632 1.45819 0.49 -0.27 -0.23
C 0.41612 -3.28978 0.90922 0.03 -0.26 -0.34
Cl -0.23055 -3.19003 -0.77536 0.13 -0.49 0.11
C 0.49478 -4.54919 1.48108 -0.02 0.11 -0.02
Cl -0.03688 -5.95282 0.65822 -0.02 -0.05 -0.02
C 1.02775 -4.61079 2.76384 0.00 0.04 0.05
Cl 1.15187 -6.12122 3.56009 0.01 -0.02 0.03
C 1.47005 -3.43423 3.38145 -0.01 0.05 0.00
Cl 2.15219 -3.52988 4.95319 0.01 0.02 0.00
```
Forces are in eV/Å.

---

Entry 2:
Density functional theory data (ωB97M-V/def2-TZVPD) for a 7-piece molecular cluster, C36H48F18NO19P overall.

Summary:
**LUMO**: 0.3 eV
**Maximum force**: 0.758 eV/A
**HOMO-LUMO gap**: 9.45 eV
**SMILES**: CC(=O)N(C(C)=O)[C@@]1(P(C)C)OC(=O)O[C@]1(C)CC(=O)O.CCOC(=O)C(F)(F)F.CCOC(=O)C(F)(F)F.CCOC(=O)C(F)(F)F.CCOC(=O)C(F)(F)F.CCOC(=O)C(F)(F)F.CCOC(=O)C(F)(F)F
**HOMO energy**: -9.15 eV

Geometry as XYZ:
```
123
Properties=species:S:1:pos:R:3:forces:R:3
C -0.71861 0.89753 -0.98868 0.00 0.01 0.22
C 0.66352 0.71930 -1.55898 -0.20 0.46 0.23
O 1.08696 -0.32563 -1.93867 -0.03 -0.38 -0.34
N 1.44129 1.95948 -1.71816 0.11 0.37 -0.30
C 2.00953 2.04559 -3.07597 -0.08 -0.06 0.16
C 1.28711 2.95813 -4.03213 -0.12 -0.27 0.00
O 2.94779 1.38950 -3.39608 0.02 -0.05 -0.37
C 2.22280 2.35893 -0.55820 -0.56 -0.01 0.36
P 1.97239 4.19329 0.02998 0.06 -0.10 -0.07
C 0.48949 4.74425 -0.88010 -0.16 0.17 0.15
C 1.23672 3.96874 1.68906 -0.03 0.09 0.12
O 1.70195 1.51662 0.51129 0.34 -0.15 -0.35
C 2.72854 1.17178 1.32790 0.02 0.50 -0.35
O 2.64946 0.37595 2.19317 -0.08 -0.24 0.72
O 3.81591 1.89483 0.99263 0.09 -0.33 -0.35
C 3.74558 2.00087 -0.48100 0.07 0.05 0.03
C 4.10059 0.62711 -1.03280 0.20 -0.13 -0.13
C 4.79323 3.06378 -0.84705 0.10 0.17 0.31
C 4.53805 3.93885 -2.07073 -0.04 -0.11 0.20
O 4.66404 3.52992 -3.18520 0.17 -0.04 -0.36
O 4.21553 5.22625 -1.85682 -0.02 0.10 0.04
H -1.44394 0.50850 -1.71000 0.10 0.02 0.10
H -0.79724 0.31149 -0.06825 -0.02 0.01 -0.17
H -0.93867 1.94132 -0.77285 0.02 -0.08 -0.02
H 1.86832 3.87990 -4.14607 -0.10 -0.12 0.08
H 1.23834 2.46072 -5.00500 0.11 0.14 0.08
H 0.27654 3.17949 -3.69394 0.05 0.12 0.01
H -0.42558 4.25963 -0.52800 0.10 -0.03 -0.13
H 0.40088 5.82149 -0.69717 -0.04 -0.15 -0.04
H 0.60026 4.60050 -1.94918 0.02 -0.02 -0.09
H 0.94942 4.97127 2.02604 0.06 -0.14 0.01
H 0.34834 3.33310 1.68121 0.12 0.02 -0.01
H 1.97645 3.57397 2.38962 -0.11 0.06 -0.04
H 3.23825 -0.04157 -1.07079 0.16 0.07 0.06
H 4.49804 0.70116 -2.04592 -0.08 0.01 0.29
H 4.86698 0.20215 -0.37723 -0.09 0.04 -0.05
H 5.72499 2.53442 -1.06595 -0.10 0.06 0.07
H 4.96169 3.67672 0.04252 -0.05 0.01 -0.17
H 3.89562 5.34258 -0.94390 0.02 -0.08 -0.03
C 0.96953 -0.63094 4.77622 -0.15 -0.15 0.07
C 1.46115 0.30534 5.85049 0.11 0.12 -0.14
O 1.01583 -0.11123 7.17068 0.03 -0.06 0.04
C 1.70851 -1.07618 7.74429 0.02 -0.01 0.03
O 2.67207 -1.64821 7.32529 -0.10 0.06 0.01
C 1.11443 -1.37827 9.14239 0.04 -0.03 -0.04
F -0.21760 -1.48737 9.10374 0.06 0.01 0.02
F 1.43141 -0.39659 9.99776 -0.04 -0.04 -0.03
F 1.61194 -2.52172 9.61823 -0.06 0.13 -0.01
H -0.11707 -0.72477 4.81805 0.01 0.04 -0.01
H 1.25803 -0.24825 3.79888 -0.01 -0.04 0.05
H 1.40488 -1.62334 4.89051 0.04 0.03 -0.01
H 1.04447 1.30367 5.73777 -0.03 -0.02 0.04
H 2.54807 0.37770 5.85587 0.00 -0.06 0.04
C 0.68054 -6.01860 1.53461 0.02 0.04 -0.09
C 2.07290 -5.89613 2.10975 -0.06 -0.07 0.13
O 3.00103 -5.37472 1.12876 0.02 0.11 -0.03
C 2.98589 -4.06062 0.96065 0.02 0.00 0.01
O 2.29991 -3.26016 1.52429 0.04 -0.08 -0.05
C 4.05728 -3.65648 -0.08233 -0.06 0.01 0.08
F 4.01386 -4.44058 -1.16372 0.01 0.05 0.04
F 5.27876 -3.76266 0.46402 -0.05 0.00 -0.05
F 3.87581 -2.39612 -0.46292 0.04 -0.11 0.00
H 0.69145 -6.63731 0.63718 -0.01 -0.02 0.02
H 0.02245 -6.48366 2.26877 0.00 0.00 0.00
H 0.27542 -5.04035 1.27966 0.00 0.00 0.03
H 2.48324 -6.86720 2.37658 0.02 0.01 -0.04
H 2.09349 -5.25136 2.98768 0.00 0.04 -0.04
C -3.97591 -0.94851 -6.82017 -0.06 0.05 0.08
C -3.00097 -1.50653 -5.80929 0.09 -0.07 -0.16
O -3.32822 -1.05606 -4.46979 -0.07 -0.04 0.09
C -4.29080 -1.71640 -3.85031 0.00 0.02 -0.02
O -4.91218 -2.65900 -4.24501 0.05 0.09 0.02
C -4.51670 -1.09827 -2.44920 0.00 0.06 -0.16
F -4.57177 0.24001 -2.51574 -0.01 -0.05 0.05
F -3.50509 -1.42970 -1.63462 -0.07 0.00 0.03
F -5.65525 -1.53648 -1.92403 0.08 -0.01 0.06
H -4.00246 0.13993 -6.76652 0.02 0.00 -0.03
H -3.66387 -1.23829 -7.82346 0.01 0.00 0.00
H -4.98175 -1.33025 -6.64972 0.01 -0.02 -0.01
H -1.99233 -1.13641 -5.97591 -0.01 0.03 0.04
H -2.98350 -2.59552 -5.81645 -0.05 0.01 0.04
C 0.78585 4.24921 -10.56020 -0.08 0.06 0.04
C 1.66487 4.26132 -9.33128 0.11 -0.09 -0.09
O 1.08772 5.08013 -8.28316 -0.09 -0.02 0.05
C 0.14016 4.51535 -7.55724 0.00 -0.01 0.02
O -0.29738 3.40516 -7.65299 0.05 0.09 0.00
C -0.32712 5.49795 -6.45547 0.01 -0.14 -0.01
F -0.52907 6.72723 -6.93085 0.01 -0.05 0.04
F 0.61893 5.56005 -5.50228 -0.07 0.14 -0.04
F -1.45248 5.06589 -5.89291 0.06 0.05 -0.03
H 0.60530 5.26542 -10.91063 0.03 -0.01 -0.02
H 1.28054 3.69100 -11.35493 0.01 0.00 0.00
H -0.17255 3.77534 -10.35256 0.02 -0.02 0.00
H 2.62803 4.72449 -9.53028 -0.02 0.04 0.03
H 1.83017 3.25858 -8.93930 -0.05 0.01 0.03
C -8.20164 0.21711 -3.22361 0.14 0.01 -0.01
C -9.09400 1.26053 -3.85210 -0.10 -0.11 0.04
O -8.31866 2.40783 -4.28111 0.03 0.04 -0.11
C -7.66742 2.27493 -5.42442 0.01 0.00 0.01
O -7.65025 1.32480 -6.15168 0.00 0.07 0.07
C -6.91009 3.58639 -5.74912 -0.01 -0.02 -0.01
F -6.25365 4.05126 -4.68097 -0.02 -0.02 -0.06
F -7.78279 4.52516 -6.14546 0.05 -0.04 0.03
F -6.03382 3.38613 -6.72886 -0.05 0.02 0.05
H -7.63005 0.64492 -2.39986 -0.04 0.00 0.02
H -8.80086 -0.60746 -2.83804 -0.02 0.01 0.00
H -7.50424 -0.18461 -3.95800 -0.03 -0.03 0.00
H -9.80569 1.66935 -3.13903 0.04 0.04 0.00
H -9.63847 0.86490 -4.70868 0.05 0.02 -0.03
C 2.04885 -5.63229 10.82518 0.03 -0.11 0.02
C 1.16984 -5.47675 12.04341 -0.03 0.16 -0.05
O 1.02262 -6.73239 12.75323 0.06 -0.05 0.06
C 2.01604 -7.06454 13.56042 0.01 0.00 0.02
O 3.01558 -6.44741 13.78575 -0.09 -0.05 -0.04
C 1.69319 -8.41019 14.25603 0.02 0.02 0.00
F 1.23889 -9.31768 13.38445 0.03 0.04 0.04
F 0.74855 -8.21985 15.19034 0.04 -0.02 -0.05
F 2.77712 -8.90054 14.84863 -0.07 0.03 -0.03
H 1.65894 -6.41109 10.16921 -0.03 0.03 -0.01
H 2.06904 -4.69133 10.27789 0.03 -0.06 -0.01
H 3.06812 -5.89403 11.10609 0.00 0.04 0.02
H 0.15286 -5.20504 11.77048 0.00 -0.04 0.01
H 1.56160 -4.72954 12.73240 0.03 -0.05 0.02
```
Forces are in eV/Å.